Entry 1:
{
  "formula": "C3H4ClN3S",
  "method": "the ωB97M-V functional and the def2-TZVPD basis",
  "charge": 0,
  "fmax_ev_per_a": 4.85,
  "homo_energy_ev": -7.80,
  "homo_lumo_gap_ev": 8.263,
  "energy_ha": -1139.3304,
  "e_above_lowest_kcal_mol": 29.5,
  "smiles": "Nc1ncc(Cl)n1S",
  "species": ["Cl", "S", "N", "N", "N", "C", "C", "C", "H", "H", "H", "H"],
  "coordinates": [[1.67216, 1.24315, -2.08089], [-0.74535, -0.92562, -1.97185], [-1.24276, -1.12773, 1.28133], [0.26100, 0.73311, 1.38687], [-0.01533, -0.16357, -0.60490], [0.81390, 0.95203, -0.70686], [-0.35205, -0.28038, 0.76993], [0.92541, 1.44050, 0.50096], [-1.40913, -0.89235, 2.23900], [-1.91175, -1.42387, 0.67091], [1.62847, 2.15684, 0.74159], [0.37543, -1.71210, -2.22610]]
}



Entry 2:
{
  "formula": "C26H51Br10ClNO5PS2",
  "method": "the ωB97M-V functional and the def2-TZVPD basis",
  "charge": 0,
  "fmax_ev_per_a": 2.36,
  "homo_energy_ev": -8.23,
  "homo_lumo_gap_ev": 8.079,
  "energy_ha": -28790.2688,
  "smiles": "CCOCC[C@@H](OC)[C@@H](OCCCCSC(=S)N1CCOCC1)P(O)Cl.BrCCBr.BrCCBr.BrCCBr.BrCCBr.BrCCBr",
  "species": ["Br", "Br", "Br", "Br", "Br", "Br", "Br", "Br", "Br", "Br", "Cl", "S", "S", "P", "O", "O", "O", "O", "O", "N", "C", "C", "C", "C", "C", "C", "C", "C", "C", "C", "C", "C", "C", "C", "C", "C", "C", "C", "C", "C", "C", "C", "C", "C", "C", "C", "H", "H", "H", "H", "H", "H", "H", "H", "H", "H", "H", "H", "H", "H", "H", "H", "H", "H", "H", "H", "H", "H", "H", "H", "H", "H", "H", "H", "H", "H", "H", "H", "H", "H", "H", "H", "H", "H", "H", "H", "H", "H", "H", "H", "H", "H", "H", "H", "H", "H", "H"],
  "coordinates": [[-1.62487, 2.30259, 6.46107], [-3.42401, -4.87507, -3.89023], [-10.08768, -10.89423, -3.96433], [-3.70903, 2.54924, 3.44827], [-6.92528, -11.09611, -5.86324], [4.71081, -6.22396, -4.34054], [5.42475, 1.77881, 6.59156], [4.07215, 1.03916, 3.25307], [3.48141, -2.92835, -3.23769], [-6.52066, -6.54370, -2.78376], [-2.22541, -1.93278, -1.07320], [0.38812, 6.18237, 1.08255], [-0.40549, 3.76127, 2.57745], [-2.39277, -0.21180, 0.12397], [0.62724, -1.07630, 0.15347], [3.10823, 1.59162, -2.81442], [-1.08495, 1.74155, -1.26217], [-1.97511, -0.77269, 1.61463], [3.61066, 6.09678, 4.38948], [2.13288, 4.50120, 2.47781], [3.59663, 4.68401, 4.46608], [-0.81101, 0.74279, -0.30725], [-1.97036, 2.77980, -0.82716], [3.92807, 0.64373, 6.08715], [1.59688, 0.77917, -1.14949], [-4.79293, -4.25437, -2.65592], [0.35827, -0.09932, -0.84481], [0.82043, 4.75256, 2.09383], [3.17963, 5.44868, 2.04993], [0.71990, 5.59514, -0.62906], [3.66152, 1.02811, -5.13995], [1.41576, -2.18890, -0.27708], [4.20030, -0.11300, 4.81406], [-5.32086, -5.37002, -1.79606], [1.88102, 0.90210, -2.65123], [2.26480, 4.15810, 3.92439], [0.15308, 4.20869, -0.95379], [3.78136, -5.73209, -2.70568], [-1.37670, 4.16208, -1.19060], [-8.38597, -10.00682, -3.64595], [3.28610, 2.10955, -4.11927], [-3.55655, 1.09016, 4.72651], [-3.41103, 1.60200, 6.13482], [-7.72052, -9.58685, -4.92912], [2.71835, -4.69526, -2.95363], [3.46191, 6.57222, 3.05280], [3.06086, 1.29152, 6.00287], [4.09559, 2.84597, -4.04001], [-2.70664, 0.48913, 4.42205], [2.07169, -4.59919, -2.08296], [2.79005, 0.41303, -5.39497], [1.81311, 5.57409, -0.76284], [-3.54633, 0.79301, 6.84912], [2.37909, 2.64797, -4.44377], [3.69767, 4.38510, 5.51837], [0.34001, 6.38294, -1.29326], [-2.12258, 2.70838, 0.25883], [3.45148, -0.88873, 4.67007], [-2.94905, 2.62211, -1.30356], [-1.58818, 4.37245, -2.25060], [-8.61974, -9.13490, -3.03865], [-1.16855, -0.36472, 1.92705], [4.10302, 4.86299, 1.92592], [-4.31136, -3.49931, -2.03822], [1.94358, -0.10029, -3.09075], [4.53816, -5.38757, -2.00832], [4.46651, 0.39316, -4.75442], [0.88564, -3.10294, 0.02782], [-6.89768, -8.90588, -4.72139], [1.41516, 1.79973, -0.77192], [3.78686, -0.04546, 6.91652], [-4.10558, 2.40557, 6.35703], [2.47689, 0.40559, -0.61273], [2.11664, -4.91816, -3.82870], [4.39572, 7.07126, 2.74504], [-4.46853, 0.50709, 4.62086], [0.37589, 3.51590, -0.12876], [-5.56802, -3.79179, -3.25827], [2.65941, 7.32529, 3.04595], [5.19140, -0.55433, 4.79537], [-4.52966, -5.99860, -1.40100], [0.65951, 3.78389, -1.83329], [1.07168, 1.46216, -3.14426], [1.57230, -2.20515, -1.36373], [-5.91335, -4.96988, -0.97664], [2.40398, -2.17148, 0.19965], [-7.77633, -10.69705, -3.07222], [-8.41350, -9.12069, -5.62197], [4.01548, 1.51373, -6.06188], [-1.89068, 4.92750, -0.59700], [3.33268, -6.65052, -2.33388], [2.19946, 3.07007, 4.04370], [1.46450, 4.63865, 4.50838], [4.45387, 4.23566, 3.93878], [0.00933, -0.59108, -1.76810], [-0.47876, 1.19419, 0.64936], [2.95823, 5.85775, 1.05805]]
}



Entry 3:
{
  "formula": "C39H37Cl2CuGeNO3Si",
  "method": "the ωB97M-V functional and the def2-TZVPD basis",
  "charge": -1,
  "fmax_ev_per_a": 0.58,
  "homo_energy_ev": -4.49,
  "homo_lumo_gap_ev": 7.142,
  "energy_ha": -6716.3096,
  "e_above_lowest_kcal_mol": 0.0,
  "species": ["Ge", "Cu", "Cl", "Cl", "Si", "O", "O", "O", "N", "C", "C", "C", "C", "C", "C", "C", "C", "C", "C", "C", "C", "C", "C", "C", "C", "C", "C", "C", "C", "C", "C", "C", "C", "C", "C", "C", "C", "C", "C", "C", "C", "C", "C", "C", "C", "C", "C", "C", "H", "H", "H", "H", "H", "H", "H", "H", "H", "H", "H", "H", "H", "H", "H", "H", "H", "H", "H", "H", "H", "H", "H", "H", "H", "H", "H", "H", "H", "H", "H", "H", "H", "H", "H", "H", "H"],
  "coordinates": [[-0.51519, -3.33142, 1.57614], [-0.30409, 0.98173, -0.52268], [-5.22266, -0.98907, -1.23722], [-5.33214, 1.83332, -1.97797], [2.57984, 0.36917, -1.31945], [-2.70831, 0.40135, -2.72251], [-0.31862, 3.35009, 0.40668], [-2.17279, 0.58717, -0.54671], [1.53657, 1.45528, -0.48905], [-1.96937, -4.95121, -0.36938], [4.01222, -4.53923, 0.76561], [-2.31090, -2.89091, -2.20587], [-4.43207, 0.60133, -1.07199], [-0.53870, -1.45066, 2.12320], [-4.13222, 0.71533, 2.74545], [3.77555, 1.26442, -2.47531], [1.02656, 3.46664, 0.75994], [2.70769, 4.68214, 1.97721], [-2.77105, -4.16759, -2.49700], [-2.92448, 1.32592, 2.92681], [0.69996, 0.56461, 2.70213], [-1.50060, -3.67427, -0.06369], [-0.70434, 3.93189, -0.77691], [-4.18307, -0.64022, 2.35202], [-0.45867, 1.25025, 2.91518], [0.64906, -0.78845, 2.30525], [-0.30371, 5.07062, -2.84175], [1.94274, 2.49346, 0.28823], [-2.60269, -5.19662, -1.57980], [-2.05763, 3.84330, -1.08434], [-1.76015, -0.74361, 2.33927], [3.27924, 2.71265, 0.69885], [-1.67882, -2.64981, -0.99178], [3.60710, -0.74813, -0.19293], [2.25174, -4.01340, 2.31498], [1.38483, 4.51580, 1.57758], [-2.95800, 0.52118, -1.53994], [-2.52237, 4.36542, -2.27791], [3.12329, -4.38942, -0.28841], [1.34530, -3.85647, 1.26657], [-1.64941, 4.98758, -3.16235], [1.80005, -4.05046, -0.03756], [-1.71425, 0.61602, 2.73414], [1.53327, -0.76108, -2.38528], [0.18303, 4.54189, -1.65352], [-3.03065, -1.34436, 2.15338], [3.57499, -4.35093, 2.06941], [3.64590, 3.77035, 1.51450], [1.58938, -1.29664, 2.13185], [-3.26949, -4.35875, -3.43950], [-3.08514, -2.37608, 1.82597], [4.68683, 3.87671, 1.79884], [-2.01423, 5.38755, -4.09936], [1.92297, -3.86269, 3.33785], [-2.44947, -2.07368, -2.90233], [2.99240, 5.50228, 2.62214], [-1.09718, -4.22374, 2.70167], [4.26714, -4.46345, 2.89480], [-5.14092, -1.11640, 2.18511], [3.21290, 1.82642, -3.22462], [-1.84116, -5.76074, 0.34170], [-4.48189, 0.87476, -0.02438], [3.46053, -4.52448, -1.30849], [-5.05162, 1.26897, 2.89245], [4.40180, 0.53729, -2.99988], [2.17317, -1.40564, -2.99619], [0.38703, 5.54173, -3.53066], [1.11240, -3.92453, -0.86730], [-0.43768, 2.29873, 3.18885], [-3.57179, 4.26254, -2.52251], [4.14562, -0.20237, 0.58397], [0.87652, -0.19696, -3.05099], [0.61199, 5.20842, 1.88980], [5.04681, -4.79461, 0.57250], [-2.87007, 2.36916, 3.21551], [4.43303, 1.96663, -1.95959], [0.89720, -1.40586, -1.77021], [4.34148, -1.31098, -0.77686], [4.04346, 2.02021, 0.37239], [-2.71904, 3.33159, -0.39725], [1.23627, 4.58387, -1.41227], [1.65659, 1.06140, 2.80335], [-1.34050, -1.64207, -0.76829], [-2.96819, -6.19106, -1.80775], [2.96087, -1.47915, 0.29849]]
}



Entry 4:
{
  "formula": "C3H6CuMgO4",
  "method": "the ωB97M-V functional and the def2-TZVPD basis",
  "charge": 1,
  "fmax_ev_per_a": 4.49,
  "homo_energy_ev": -11.17,
  "homo_lumo_gap_ev": 6.011,
  "energy_ha": -2258.9413,
  "species": ["Cu", "Mg", "O", "O", "O", "O", "C", "C", "C", "H", "H", "H", "H", "H", "H"],
  "coordinates": [[-3.73782, 0.97919, 3.63663], [-1.86050, 0.96853, 0.06903], [-2.07544, 0.75375, 1.92638], [0.98237, -0.90548, 0.73627], [1.19922, -1.06471, -1.42651], [-0.78278, -0.57094, -0.54123], [0.81618, -0.47206, -2.67477], [0.39286, -0.92509, -0.41556], [0.80183, 0.27539, 1.57214], [1.87834, 0.46411, 1.73389], [0.75616, 0.61591, -2.55096], [0.72444, 1.28306, 2.00297], [-0.49996, 0.19086, 2.32012], [1.57987, -0.77891, -3.39217], [-0.17473, -0.81362, -2.99625]]
}



Entry 5:
{
  "formula": "C4H7NO",
  "method": "the ωB97M-V functional and the def2-TZVPD basis",
  "charge": 0,
  "fmax_ev_per_a": 5.43,
  "homo_energy_ev": -8.47,
  "homo_lumo_gap_ev": 9.541,
  "energy_ha": -286.5173,
  "e_above_lowest_kcal_mol": 71.8,
  "smiles": "N[C@H]1C=COC1",
  "species": ["O", "N", "C", "C", "C", "C", "H", "H", "H", "H", "H", "H", "H"],
  "coordinates": [[-0.62545, -1.00075, 1.20075], [0.89000, -0.17470, -1.39645], [0.47239, 0.57195, -0.19387], [-1.09550, 0.78689, -0.04262], [0.74357, -0.38910, 0.95322], [-1.52810, -0.32376, 0.56930], [1.60277, -0.99455, 0.96771], [-1.66867, 1.25245, -0.87398], [1.29209, 1.43880, -0.14867], [-2.56574, -0.83072, 0.63526], [0.97138, 0.22849, 1.91188], [0.96858, 0.50287, -2.13504], [0.54270, -1.06789, -1.44749]]
}